--- A ---
Below is a 2-piece molecular cluster, C5H14O overall, with properties calculated with wB97M-V/def2-TZVPD.

Each atom is followed by the atoms it is bonded to, with distances in Å.
Element x y z (Å)
1 C 0.816 1.379 -0.500  C2 1.457, H5 1.017, H6 0.993, H7 1.079
2 C 0.075 0.515 -1.411  C1 1.457, C3 1.462, O4 1.440, H8 1.182
3 C 0.160 0.659 -2.863  C2 1.462, H9 1.145, H10 1.110, H11 1.066
4 O 0.191 -0.916 -1.306  C2 1.440, H12 0.930
5 H 1.344 2.107 -0.975  C1 1.017
6 H 1.362 0.863 0.149  C1 0.993
7 H 0.153 1.901 0.173  C1 1.079
8 H -1.077 0.647 -1.181  C2 1.182
9 H -0.726 0.867 -3.558  C3 1.145
10 H 0.722 1.497 -3.324  C3 1.110
11 H 0.330 -0.257 -3.382  C3 1.066
12 H 0.465 -1.285 -0.498  O4 0.930
13 C -0.721 -0.522 1.904  C14 1.442, H15 1.179, H16 1.208, H17 1.143
14 C -0.311 -1.504 2.877  C13 1.442, H18 1.145, H19 1.102, H20 1.015
15 H -1.146 -0.790 0.837  C13 1.179
16 H -1.383 0.385 2.350  C13 1.208
17 H 0.197 -0.018 1.448  C13 1.143
18 H 0.746 -1.384 3.300  C14 1.145
19 H -0.203 -2.468 2.354  C14 1.102
20 H -0.995 -1.677 3.606  C14 1.015

Output
HOMO = -9.70 eV
Lowest unoccupied orbital energy = 0.95 eV
SMILES = CC(C)O.CC

Calculated atomic charges, method Löwdin, unit e: atom 1 (C): -0.0474, atom 2 (C): -0.4840, atom 3 (C): -0.0854, atom 4 (O): -0.0597, atom 5 (H): 0.0589, atom 6 (H): 0.0304, atom 7 (H): 0.0919, atom 8 (H): 0.1594, atom 9 (H): 0.0996, atom 10 (H): 0.0854, atom 11 (H): 0.0651, atom 12 (H): 0.0427, atom 13 (C): -0.2179, atom 14 (C): -0.2045, atom 15 (H): 0.0951, atom 16 (H): 0.1219, atom 17 (H): 0.0428, atom 18 (H): 0.1038, atom 19 (H): 0.0769, atom 20 (H): 0.0252

--- B ---
Below is a 2-piece molecular cluster, C5H14O overall, with properties calculated with wB97M-V/def2-TZVPD.

Each atom is followed by the atoms it is bonded to, with distances in Å.
Element x y z (Å)
1 C -1.676 1.356 0.545  C2 1.516, H5 1.036, H6 1.146, H7 1.083
2 C -1.286 0.028 -0.075  C1 1.516, C3 1.557, O4 1.427, H8 1.077
3 C -0.727 -0.957 0.993  C2 1.557, H9 1.174, H10 1.127, H11 1.188
4 O -2.333 -0.711 -0.703  C2 1.427, H12 0.959
5 H -2.460 1.312 1.221  C1 1.036
6 H -1.935 1.984 -0.377  C1 1.146
7 H -0.861 1.785 1.114  C1 1.083
8 H -0.590 0.190 -0.880  C2 1.077
9 H -0.956 -0.788 2.131  C3 1.174
10 H -1.073 -2.007 0.773  C3 1.127
11 H 0.448 -1.054 0.840  C3 1.188
12 H -3.203 -0.452 -0.393  O4 0.959
13 C 2.215 -0.034 -0.025  C14 1.519, H15 1.119, H16 1.103, H17 1.091
14 C 3.467 0.259 -0.835  C13 1.519, H18 1.049, H19 1.098, H20 1.115
15 H 2.192 0.767 0.756  C13 1.119
16 H 1.379 0.139 -0.723  C13 1.103
17 H 2.353 -1.007 0.447  C13 1.091
18 H 3.400 0.970 -1.603  C14 1.049
19 H 3.840 -0.686 -1.252  C14 1.098
20 H 4.169 0.623 -0.049  C14 1.115

Output
HOMO = -9.95 eV
Lowest unoccupied orbital energy = 0.98 eV
SMILES = CC(C)O.CC

Calculated atomic charges, method Löwdin, unit e: atom 1 (C): -0.0565, atom 2 (C): -0.4923, atom 3 (C): -0.0686, atom 4 (O): -0.0652, atom 5 (H): 0.0479, atom 6 (H): 0.1108, atom 7 (H): 0.0773, atom 8 (H): 0.1024, atom 9 (H): 0.1045, atom 10 (H): 0.0771, atom 11 (H): 0.0533, atom 12 (H): 0.0833, atom 13 (C): -0.1965, atom 14 (C): -0.1739, atom 15 (H): 0.0875, atom 16 (H): 0.0561, atom 17 (H): 0.0682, atom 18 (H): 0.0413, atom 19 (H): 0.0683, atom 20 (H): 0.0750

--- C ---
Below is a 2-piece molecular cluster, C5H14O overall, with properties calculated with wB97M-V/def2-TZVPD.

Each atom is followed by the atoms it is bonded to, with distances in Å.
Element x y z (Å)
1 C -0.493 -0.284 -0.360  C2 1.497, H6 1.093, H7 1.100, H8 1.088
2 C 0.443 -0.164 0.802  C1 1.497, C3 1.550, H9 1.100, H10 1.089
3 C -0.179 0.609 1.993  C2 1.550, C4 1.536, C5 1.524, H11 1.097
4 C 0.746 0.495 3.214  C3 1.536, H12 1.101, H13 1.087, H14 1.093
5 C -0.419 2.082 1.683  C3 1.524, H15 1.087, H16 1.082, H17 1.091
6 H -0.113 -0.821 -1.233  C1 1.093
7 H -0.586 0.688 -0.865  C1 1.100
8 H -1.488 -0.666 -0.142  C1 1.088
9 H 1.270 0.495 0.500  C2 1.100
10 H 0.689 -1.167 1.149  C2 1.089
11 H -1.132 0.104 2.194  C3 1.097
12 H 0.422 1.128 4.055  C4 1.101
13 H 1.023 -0.493 3.573  C4 1.087
14 H 1.580 1.100 2.848  C4 1.093
15 H 0.582 2.474 1.520  C5 1.087
16 H -0.975 2.170 0.760  C5 1.082
17 H -0.947 2.559 2.511  C5 1.091
18 O -0.156 -2.297 -6.057  H19 0.966, H20 0.962
19 H 0.789 -2.487 -5.994  O18 0.966
20 H -0.484 -3.173 -6.281  O18 0.962

Output
HOMO = -10.74 eV
Lowest unoccupied orbital energy = 0.94 eV
SMILES = CCC(C)C.O

Calculated atomic charges, method Löwdin, unit e: atom 1 (C): -0.1312, atom 2 (C): -0.2489, atom 3 (C): -0.4699, atom 4 (C): -0.0872, atom 5 (C): -0.0780, atom 6 (H): 0.0694, atom 7 (H): 0.0686, atom 8 (H): 0.0773, atom 9 (H): 0.1169, atom 10 (H): 0.1095, atom 11 (H): 0.1269, atom 12 (H): 0.0762, atom 13 (H): 0.0746, atom 14 (H): 0.0712, atom 15 (H): 0.0781, atom 16 (H): 0.0639, atom 17 (H): 0.0826, atom 18 (O): -0.0627, atom 19 (H): 0.0336, atom 20 (H): 0.0290

--- D ---
Below is a 2-piece molecular cluster, C5H14O overall, with properties calculated with wB97M-V/def2-TZVPD.

Each atom is followed by the atoms it is bonded to, with distances in Å.
Element x y z (Å)
1 C 1.241 0.818 -0.017  C2 1.573, H5 1.082, H6 1.087, H7 1.077
2 C 1.102 -0.088 1.261  C1 1.573, C3 1.521, O4 1.481, H8 1.082
3 C 2.289 0.024 2.206  C2 1.521, H9 1.099, H10 1.098, H11 1.091
4 O -0.236 0.302 1.761  C2 1.481, H12 0.964
5 H 0.539 1.614 0.194  C1 1.082
6 H 1.002 0.313 -0.949  C1 1.087
7 H 2.190 1.287 -0.217  C1 1.077
8 H 0.809 -1.066 0.904  C2 1.082
9 H 3.168 0.275 1.596  C3 1.099
10 H 2.214 0.941 2.805  C3 1.098
11 H 2.561 -0.947 2.620  C3 1.091
12 H -0.184 0.296 2.724  O4 0.964
13 C -2.358 -0.965 -2.401  C14 1.525, H15 1.098, H16 1.104, H17 1.100
14 C -1.774 -0.011 -1.364  C13 1.525, H18 1.068, H19 1.086, H20 1.105
15 H -2.816 -1.844 -1.929  C13 1.098
16 H -3.189 -0.453 -2.916  C13 1.104
17 H -1.645 -1.416 -3.107  C13 1.100
18 H -1.025 0.617 -1.794  C14 1.068
19 H -1.391 -0.411 -0.429  C14 1.086
20 H -2.497 0.713 -0.949  C14 1.105

Output
HOMO = -10.13 eV
Lowest unoccupied orbital energy = 0.98 eV
SMILES = CC(C)O.CC

Calculated atomic charges, method Löwdin, unit e: atom 1 (C): -0.0585, atom 2 (C): -0.4169, atom 3 (C): -0.0538, atom 4 (O): -0.1015, atom 5 (H): 0.0746, atom 6 (H): 0.0569, atom 7 (H): 0.0603, atom 8 (H): 0.1189, atom 9 (H): 0.0715, atom 10 (H): 0.0925, atom 11 (H): 0.0778, atom 12 (H): 0.0747, atom 13 (C): -0.1639, atom 14 (C): -0.1775, atom 15 (H): 0.0578, atom 16 (H): 0.0653, atom 17 (H): 0.0629, atom 18 (H): 0.0382, atom 19 (H): 0.0438, atom 20 (H): 0.0768

Which of them is least stable? Easy: A.